Entry 1:
The following is a DFT calculation (ωB97M-V with the def2-TZVPD basis set) of a molecular structure, C20H19ErF10N6O4S4 in a non-equilibrium geometry.

CARTESIAN COORDINATES (ANGSTROEM)
S (-0.681, -1.626, -2.583)
H (-2.224, -0.966, 4.985)
C (2.561, -0.051, 3.691)
H (0.501, 2.996, -2.086)
Er (-0.037, -0.146, -0.257)
C (0.286, -3.021, -2.314)
C (-2.794, 2.881, -2.152)
H (0.630, -4.282, 1.071)
F (-0.715, 3.794, 3.729)
F (-0.224, 4.944, 1.956)
H (1.082, -5.853, -2.400)
F (-2.100, 3.854, 2.063)
C (-3.008, 0.877, -0.965)
C (-0.288, -2.581, 2.155)
F (2.882, 0.743, 4.706)
H (2.398, 2.395, -0.988)
F (-2.097, 3.847, -2.785)
O (0.741, 2.859, 0.453)
H (2.578, -4.963, -2.729)
N (-0.832, 1.377, -1.746)
O (1.740, -0.016, 1.185)
F (1.545, -0.826, 4.047)
C (-4.351, 1.085, -0.781)
O (3.368, 1.699, 1.916)
F (3.605, -0.820, 3.370)
C (-0.819, 3.847, 2.410)
H (-6.024, 2.394, -1.169)
H (1.941, 1.695, -3.645)
F (-2.433, -0.243, -0.391)
H (-1.153, -3.202, 5.356)
H (1.970, -1.319, -2.867)
H (0.091, -4.241, 3.451)
C (-2.141, 1.729, -1.669)
O (-1.063, 1.441, 1.250)
C (-1.654, -1.456, 4.209)
N (0.941, 1.805, 2.735)
H (0.766, 0.368, -3.627)
N (-0.833, -1.368, 1.961)
C (-0.370, -3.268, 3.356)
N (0.778, -3.461, -1.192)
H (3.408, 1.029, -0.498)
C (2.876, 1.483, -1.330)
S (0.012, 2.384, 1.594)
C (-4.151, 3.091, -1.974)
C (0.322, -3.241, 0.989)
F (-4.671, 4.218, -2.479)
H (3.070, -1.157, -1.479)
C (1.196, 1.172, -3.029)
C (0.091, 2.115, -2.596)
H (-0.390, 2.489, -3.504)
H (1.821, -5.926, -4.014)
H (-1.950, 0.136, 2.792)
C (1.631, -5.290, -3.150)
S (2.182, 0.972, 2.207)
C (2.630, -0.642, -2.336)
C (-1.505, -0.831, 2.976)
F (-5.052, 0.179, -0.083)
S (0.663, -3.913, -3.773)
H (3.605, 1.736, -2.112)
C (-1.066, -2.690, 4.407)
N (1.884, 0.540, -1.875)
C (-4.969, 2.210, -1.295)
N (0.355, -2.647, -0.139)
H (3.444, -0.337, -3.006)

Strongest force on any atom ... 0.0344 hartree/bohr
Multiplicity ... 4
⟨S²⟩ ... 3.752
ΔE to the lowest compared entry with this formula, charge and spin ... 0.0 kJ/mol

=====

Entry 2:
The following is a DFT calculation (ωB97M-V with the def2-TZVPD basis set) of a molecular structure, C20H19F3GaN3O2S2 in a non-equilibrium geometry.

CARTESIAN COORDINATES (ANGSTROEM)
H (-1.563, 2.239, -2.031)
H (-3.542, -1.346, 0.164)
C (-2.758, 0.939, -1.048)
C (2.565, -3.987, -2.553)
C (-4.273, -0.529, 0.128)
C (-1.912, 0.904, 4.621)
C (2.222, -4.161, -3.887)
H (1.176, -3.349, -5.576)
C (-1.431, 3.111, 3.822)
H (-0.512, 3.138, 1.869)
C (3.151, 0.135, -0.320)
H (2.835, -0.584, 0.423)
N (-3.953, 0.382, -0.953)
H (-2.355, 2.678, 5.725)
H (-4.678, 0.612, -1.618)
C (2.364, 0.401, -1.428)
C (2.148, -2.858, -1.869)
H (5.663, 2.307, -0.965)
N (-2.472, 1.804, -2.024)
C (-1.421, 0.396, 3.414)
H (2.107, 1.563, -3.215)
H (0.361, -1.373, -4.350)
F (-3.345, -0.855, 5.269)
S (0.801, -0.431, -1.724)
H (4.960, 0.618, 0.698)
H (2.571, -5.031, -4.422)
C (-0.927, 2.542, 2.669)
H (4.225, 2.783, -2.914)
C (1.439, -3.218, -4.538)
C (2.738, 1.356, -2.364)
F (-2.816, 0.584, 6.776)
C (4.735, 1.771, -1.095)
C (-2.367, -0.053, 5.706)
C (-1.931, 2.276, 4.817)
C (1.361, -1.929, -2.529)
C (4.343, 0.824, -0.161)
H (-1.426, 4.180, 3.956)
H (-5.261, -0.953, -0.026)
Ga (-0.777, -0.346, 1.012)
C (0.989, -2.100, -3.857)
H (2.412, -2.712, -0.833)
F (-1.350, -0.835, 6.081)
N (-0.939, 1.225, 2.472)
O (-1.836, 0.661, -0.203)
H (3.166, -4.721, -2.041)
H (-4.255, 0.008, 1.083)
O (0.416, -0.944, -0.267)
S (-1.424, -1.287, 2.987)
C (3.930, 2.039, -2.192)
H (-3.152, 2.130, -2.692)

E_tot ... -4108.6131 Eh
Strongest force on any atom ... 0.0252 hartree/bohr
Multiplicity ... 1
Net charge ... +2

=====

Entry 3:
The following is a DFT calculation (ωB97M-V with the def2-TZVPD basis set) of a single C20H19F3N2O2S molecule in a non-equilibrium geometry.

CARTESIAN COORDINATES (ANGSTROEM)
C (-2.245, -0.053, -0.502)
H (2.629, 1.971, -0.917)
C (2.199, 3.330, 0.491)
O (2.695, -0.795, -0.695)
C (0.562, 1.736, 0.076)
H (-0.404, -2.660, 2.224)
H (2.814, -3.267, -0.065)
S (-3.931, 0.421, -0.572)
C (-3.003, 1.109, -3.194)
F (1.020, 5.607, 3.344)
H (2.307, -2.670, 1.529)
H (3.141, 3.884, 0.292)
C (-1.677, 1.134, -2.546)
H (0.949, -4.572, 2.511)
N (-1.919, -0.961, 0.360)
C (0.729, -3.568, 0.575)
C (1.830, 2.265, -0.213)
C (-0.114, 2.103, 1.174)
F (2.351, 6.082, 1.549)
H (1.059, -4.547, -1.359)
H (-0.552, -4.379, -0.904)
C (0.424, -0.774, -0.146)
C (0.818, -4.821, 1.438)
H (0.265, -2.983, -1.533)
C (-0.477, -2.747, 1.120)
H (-1.431, -3.253, 1.004)
H (-3.190, 0.123, -3.628)
H (0.694, 0.676, -1.716)
C (0.387, 3.072, 2.060)
C (0.139, 0.609, -0.853)
O (-0.851, 1.851, -3.084)
C (1.946, 5.095, 2.427)
H (-0.189, 3.196, 2.919)
C (1.779, -1.334, -0.161)
C (-0.587, -1.413, 0.527)
H (-0.050, -5.512, 1.301)
H (-5.081, 1.274, -2.673)
H (-1.118, 1.682, 1.429)
C (2.072, -2.716, 0.484)
H (-3.980, 2.504, -1.821)
N (-1.355, 0.695, -1.265)
C (0.349, -3.879, -0.872)
C (1.518, 3.810, 1.660)
H (-3.161, 1.869, -4.038)
F (3.011, 4.760, 3.167)
C (-4.138, 1.443, -2.096)
H (1.767, -5.396, 1.192)

E_tot ... -1731.2738 Eh
Strongest force on any atom ... 0.1017 hartree/bohr
Multiplicity ... 1

=====

Entry 4:
The following is a DFT calculation (ωB97M-V with the def2-TZVPD basis set) of a single C20H19F3N4O3 molecule in a non-equilibrium geometry.

CARTESIAN COORDINATES (ANGSTROEM)
C (-2.508, -1.613, 0.064)
F (3.140, 4.790, 1.501)
N (-0.527, -0.147, -2.956)
C (2.677, 4.700, 0.244)
H (-0.204, -0.210, -2.000)
C (-1.905, -2.284, -1.170)
H (-0.465, -4.433, 3.368)
C (1.044, 0.124, 1.623)
H (-0.945, -2.052, -3.726)
H (0.706, 3.728, -4.192)
H (-1.959, -0.702, -4.297)
H (-3.505, 0.354, 0.077)
C (-1.465, -1.134, -3.423)
C (0.782, -2.238, 2.074)
H (1.306, -4.616, 3.531)
F (3.729, 4.865, -0.564)
C (-2.708, -0.184, -0.438)
H (0.986, 1.392, 3.363)
C (1.856, 2.419, 0.973)
O (-3.086, -0.309, -1.793)
H (-1.859, -1.658, 0.936)
N (1.470, 3.951, -2.269)
C (0.680, -1.976, 3.439)
H (-0.820, -2.186, -1.163)
C (0.395, -4.265, 4.024)
H (-2.155, -3.341, -1.238)
N (1.472, 3.152, -1.218)
C (1.983, 3.379, 0.012)
H (2.272, 2.577, 1.953)
C (0.765, -0.652, 3.884)
H (0.728, -3.247, 1.696)
C (0.845, 3.283, -3.227)
C (0.844, 1.924, -1.486)
C (0.949, 0.379, 2.994)
C (1.205, 1.194, 0.645)
H (-3.472, -2.060, 0.307)
C (0.957, -1.196, 1.186)
O (0.500, -2.910, 4.399)
N (0.735, 0.978, -0.567)
F (1.861, 5.741, 0.061)
H (0.679, -0.465, 4.942)
H (-3.316, -2.046, -2.828)
C (-0.351, 1.031, -3.601)
H (0.252, -4.816, 4.952)
O (-0.766, 1.263, -4.719)
C (-2.506, -1.484, -2.344)
H (1.051, -1.400, 0.131)
C (0.427, 2.011, -2.816)
H (-1.773, 0.390, -0.345)

Strongest force on any atom ... 0.0272 hartree/bohr
Multiplicity ... 1
ΔE to the lowest compared entry with this formula, charge and spin ... 0.0 kJ/mol

=====

Entry 5:
The following is a DFT calculation (ωB97M-V with the def2-TZVPD basis set) of a molecular structure, C20H19N2O4RuTe4 in a non-equilibrium geometry.

CARTESIAN COORDINATES (ANGSTROEM)
C (-0.662, 3.727, -3.874)
O (-0.005, -0.137, -5.285)
C (1.912, -1.514, 1.339)
C (-0.218, 1.136, -4.816)
C (0.453, 1.680, 2.355)
H (4.020, -1.917, 1.561)
H (-3.099, 1.900, 0.277)
H (-1.397, -3.276, 3.770)
C (1.465, -2.258, 2.460)
C (2.671, 0.124, -0.763)
N (0.098, -2.395, 2.646)
H (2.583, -3.959, 5.198)
C (0.062, 2.226, -5.606)
C (2.362, -2.846, 3.388)
H (3.426, -2.710, 3.265)
H (0.446, 2.066, -6.611)
C (-0.933, 2.653, -3.068)
N (0.952, -0.887, 0.562)
C (0.512, -3.721, 4.613)
C (3.658, -0.559, -0.033)
H (-3.900, 1.087, 1.639)
O (-0.840, 2.069, 2.020)
Te (-5.537, -3.089, 2.786)
H (0.460, 0.720, 2.916)
H (0.319, -0.076, -6.192)
H (1.090, 1.577, 1.465)
C (1.896, -3.547, 4.470)
C (1.353, -0.103, -0.428)
H (0.590, 0.399, -1.004)
Te (-4.517, -0.683, -1.142)
H (0.062, 4.376, -5.803)
H (-1.350, 2.803, -2.081)
H (-3.139, 2.679, 1.865)
C (-0.320, -3.138, 3.682)
H (-0.861, 4.733, -3.518)
O (-1.424, 0.612, -1.416)
C (-3.050, 1.715, 1.358)
C (-1.735, 1.056, 1.689)
C (3.280, -1.369, 0.997)
Te (-1.981, -1.187, -0.642)
H (4.704, -0.450, -0.290)
Te (-3.200, -1.833, 1.953)
Ru (-1.107, -0.757, 1.621)
H (0.880, 2.455, 2.997)
H (0.090, -4.290, 5.427)
C (-1.059, 0.248, -2.625)
O (-1.051, -0.976, -2.889)
C (-0.150, 3.535, -5.154)
C (-0.726, 1.314, -3.501)
H (2.919, 0.788, -1.576)

E_tot ... -2350.8630 Eh
Strongest force on any atom ... 0.0860 hartree/bohr
Multiplicity ... 2
⟨S²⟩ ... 0.802
Net charge ... -2

=====

> Which of these has the highest multiplicity?

C20H19ErF10N6O4S4